Entry 1:
{
  "formula": "C5H8",
  "method": "wB97M-V/def2-TZVPD",
  "symbols": ["C", "C", "C", "C", "C", "H", "H", "H", "H", "H", "H", "H", "H"],
  "xyz": [[1.420, -0.252, -0.482], [-0.509, 1.883, 1.282], [-0.404, 0.767, 0.606], [-0.033, -0.294, -0.082], [-1.018, -1.350, -0.574], [1.910, 0.499, 0.143], [2.007, -1.171, -0.395], [1.508, 0.096, -1.518], [-0.682, 2.838, 0.787], [-0.364, 1.891, 2.359], [-2.047, -1.165, -0.237], [-1.052, -1.396, -1.671], [-0.736, -2.347, -0.218]],
  "forces_ev_per_angstrom": [[0.5, 0.2, -0.3], [0.0, -0.2, -0.1], [0.3, -0.2, -0.1], [-1.0, 0.5, 0.3], [0.1, 0.1, 0.0], [0.1, -0.1, -0.1], [-0.4, -0.2, 0.1], [0.0, -0.2, 0.0], [-0.1, -0.2, 0.1], [-0.2, 0.0, -0.1], [0.4, 0.1, 0.0], [0.2, 0.1, 0.2], [0.1, 0.1, 0.0]],
  "mulliken_charge": [-1.12, -0.80, 0.08, 0.69, -1.17, 0.34, 0.33, 0.26, 0.24, 0.24, 0.32, 0.29, 0.30],
  "homo_ha": -0.332,
  "lumo_ev": 1.0,
  "multiplicity": 1,
  "smiles": "C=C=C(C)C",
  "de_lowest_kj_mol": 121.7
}


Entry 2:
{
  "formula": "C23H35N3O4S",
  "method": "wB97M-V/def2-TZVPD",
  "symbols": ["C", "H", "O", "C", "C", "C", "C", "C", "C", "O", "C", "H", "H", "H", "O", "C", "H", "H", "H", "H", "C", "N", "C", "S", "N", "H", "C", "H", "H", "C", "O", "N", "H", "C", "C", "H", "H", "C", "H", "H", "C", "H", "H", "C", "H", "H", "H", "C", "H", "C", "C", "C", "H", "C", "H", "H", "H", "H", "H", "H", "H", "H", "H", "H", "H", "H"],
  "xyz": [[2.378, -1.319, 3.465], [1.504, -1.090, 4.082], [2.201, -2.524, 2.749], [1.237, -2.578, 1.783], [0.403, -1.500, 1.497], [-0.514, -1.549, 0.456], [-0.622, -2.701, -0.309], [0.170, -3.801, -0.018], [1.108, -3.758, 1.035], [1.832, -4.903, 1.179], [2.501, -5.180, 2.389], [2.798, -6.226, 2.314], [3.388, -4.556, 2.516], [1.843, -5.049, 3.251], [0.129, -4.981, -0.695], [-0.749, -5.096, -1.786], [-0.518, -4.367, -2.570], [-0.600, -6.101, -2.176], [-1.795, -4.980, -1.479], [-1.320, -2.727, -1.129], [-1.354, -0.331, 0.157], [-1.199, 0.215, -1.191], [-0.039, 0.850, -1.519], [0.013, 2.146, -2.564], [1.096, 0.357, -0.981], [1.000, -0.418, -0.336], [2.309, 1.127, -0.825], [2.467, 1.743, -1.711], [3.142, 0.437, -0.689], [2.110, 1.979, 0.436], [2.405, 1.572, 1.545], [1.487, 3.138, 0.187], [1.182, 3.327, -0.762], [0.960, 4.006, 1.217], [1.315, 5.473, 0.925], [2.206, 5.548, 0.304], [1.502, 5.999, 1.861], [0.068, 6.041, 0.251], [0.034, 7.128, 0.282], [0.023, 5.721, -0.791], [-1.063, 5.392, 1.043], [-1.166, 5.887, 2.010], [-2.020, 5.441, 0.528], [-0.586, 3.950, 1.236], [-0.927, 3.335, 0.401], [-0.965, 3.512, 2.158], [1.396, 3.659, 2.156], [-2.403, 0.518, -1.942], [-2.060, 0.964, -2.878], [-3.361, 1.509, -1.234], [-4.722, 0.809, -1.176], [-4.675, -0.182, -2.335], [-4.830, 0.342, -3.279], [-3.250, -0.722, -2.268], [-3.179, -1.460, -1.468], [-2.931, -1.193, -3.196], [-5.424, -0.968, -2.248], [-4.833, 0.269, -0.234], [-5.549, 1.511, -1.261], [-3.426, 2.427, -1.817], [-2.998, 1.775, -0.242], [-1.108, 0.448, 0.892], [-2.409, -0.580, 0.279], [0.492, -0.594, 2.074], [2.593, -0.473, 2.805], [3.235, -1.498, 4.113]],
  "forces_ev_per_angstrom": [[0.1, 0.3, 0.1], [0.0, 0.0, 0.0], [-0.2, -0.4, -0.4], [0.1, -0.2, 0.0], [-0.2, 0.1, 0.0], [0.0, -0.3, 0.3], [0.0, 0.0, 0.0], [0.1, -0.1, 0.1], [0.0, -0.2, 0.0], [-0.2, 0.4, -0.3], [0.3, -0.2, 0.4], [0.0, 0.1, 0.0], [-0.1, -0.1, 0.0], [0.0, 0.0, 0.0], [0.2, 0.2, 0.4], [-0.2, 0.0, -0.2], [0.0, 0.0, 0.0], [0.0, 0.1, 0.0], [0.0, 0.0, 0.0], [-0.1, 0.0, -0.1], [0.1, 0.0, 0.2], [0.4, -0.1, 0.0], [0.1, -0.2, -0.2], [0.0, 0.6, -0.6], [-0.3, -0.3, 0.3], [0.1, 0.1, -0.1], [0.1, 0.2, 0.2], [0.0, -0.1, 0.1], [-0.1, 0.1, 0.1], [0.2, -0.2, -0.6], [0.1, -0.2, 0.4], [0.0, 0.4, -0.1], [0.1, -0.2, 0.0], [0.2, -0.1, 0.3], [0.0, 0.0, -0.1], [0.1, 0.0, 0.1], [0.0, 0.1, 0.0], [0.0, 0.1, 0.2], [0.0, 0.1, -0.1], [0.0, 0.0, -0.1], [-0.1, 0.0, -0.1], [0.0, 0.1, 0.0], [-0.1, 0.0, 0.1], [-0.1, 0.0, 0.1], [0.0, -0.1, 0.0], [0.0, -0.1, 0.0], [-0.1, 0.1, -0.1], [-0.3, 0.1, -0.2], [-0.1, -0.1, 0.2], [0.0, 0.0, 0.0], [-0.1, 0.1, -0.1], [0.0, -0.1, 0.1], [0.0, 0.0, -0.1], [0.0, 0.1, -0.1], [0.0, -0.1, 0.1], [0.1, -0.1, 0.0], [-0.1, 0.0, -0.1], [0.0, 0.0, 0.0], [-0.1, 0.0, 0.1], [0.1, 0.1, 0.0], [0.1, 0.1, 0.0], [-0.1, -0.1, 0.0], [0.0, 0.1, 0.0], [0.1, 0.1, 0.0], [0.0, -0.1, 0.0], [-0.1, 0.0, 0.0]],
  "mulliken_charge": [-0.77, 0.32, -0.49, 1.07, 0.26, -1.14, -0.95, 0.65, 0.59, -0.49, -0.79, 0.30, 0.23, 0.31, -0.46, -0.89, 0.36, 0.23, 0.34, 0.40, -0.66, 0.39, 0.61, -0.41, -0.03, 0.05, -1.36, 0.56, 0.42, 0.73, -0.69, -0.04, 0.20, -0.12, -0.92, 0.35, 0.33, -0.58, 0.40, 0.26, -0.80, 0.31, 0.38, -0.09, -0.28, 0.38, 0.41, -0.73, 0.83, -0.53, -0.76, -0.77, 0.30, -0.60, 0.18, 0.39, 0.41, 0.28, 0.41, 0.32, 0.08, -0.04, 0.59, 0.22, 0.29, 0.27],
  "homo_ha": -0.295,
  "lumo_ev": 0.7,
  "multiplicity": 1,
  "smiles": "COc1cc(CN(C(=S)NCC(=O)NC2CCCC2)C2CCCC2)cc(OC)c1OC",
  "de_lowest_kj_mol": 219.1
}


Frontier orbital gap for every record listed, in sequence, given in eV: 10.08, 8.68.